Entry P
Density functional theory data (ωB97M-V/def2-TZVPD) for a cluster of 12 separate species, C48H72O36 in total.

Properties
Molar mass, Da: 1225.1
Structure (SMILES): C[C@H]1COC(=O)O1.C[C@H]1COC(=O)O1.C[C@H]1COC(=O)O1.C[C@H]1COC(=O)O1.C[C@H]1COC(=O)O1.C[C@H]1COC(=O)O1.C[C@H]1COC(=O)O1.C[C@H]1COC(=O)O1.C[C@H]1COC(=O)O1.C[C@H]1COC(=O)O1.C[C@H]1COC(=O)O1.C[C@H]1COC(=O)O1
LUMO energy, eV: -0.6
Kohn-Sham gap, Ha: 0.34795
HOMO energy, Eh: -0.37166

```
156
C48H72O36 | OMol25 | ωB97M-V/def2-TZVPD
C 4.344 -3.232 0.230
C 4.924 -3.008 1.631
C 6.445 -2.581 1.629
O 6.456 -1.568 2.627
C 5.270 -1.312 3.136
O 4.955 -0.461 3.957
O 4.380 -1.990 2.423
H 3.254 -3.228 0.254
H 4.644 -4.226 -0.102
H 4.706 -2.515 -0.507
H 4.819 -3.918 2.221
H 6.708 -2.301 0.609
H 7.047 -3.417 1.987
C 1.263 -5.374 1.977
C -0.024 -6.215 2.303
C -1.167 -5.962 1.393
O -1.612 -7.242 1.020
C -0.764 -8.159 1.392
O -0.817 -9.357 1.048
O 0.218 -7.625 2.091
H 2.075 -5.816 2.554
H 1.126 -4.316 2.202
H 1.561 -5.429 0.929
H -0.340 -6.114 3.342
H -0.979 -5.377 0.493
H -1.927 -5.428 1.964
C -0.791 -3.692 5.042
C -1.403 -2.747 3.990
C -2.658 -2.138 4.519
O -2.586 -0.812 4.059
C -1.349 -0.529 3.718
O -1.040 0.550 3.280
O -0.595 -1.620 3.884
H 0.189 -3.945 4.638
H -1.361 -4.622 5.040
H -0.815 -3.281 6.052
H -1.548 -3.142 2.984
H -2.551 -2.231 5.599
H -3.600 -2.607 4.235
C 0.573 7.968 -2.198
C 0.516 6.524 -1.534
C 1.752 6.230 -0.760
O 1.304 5.885 0.520
C -0.009 6.121 0.589
O -0.643 6.029 1.599
O -0.459 6.573 -0.598
H -0.394 8.353 -2.521
H 1.301 8.153 -2.989
H 0.747 8.726 -1.434
H 0.308 5.759 -2.283
H 2.483 7.029 -0.886
H 2.278 5.347 -1.122
C -5.815 -1.169 -4.770
C -5.398 -0.744 -3.361
C -4.195 0.215 -3.248
O -4.755 1.290 -2.467
C -6.059 1.119 -2.222
O -6.714 1.966 -1.583
O -6.481 0.019 -2.867
H -6.129 -0.301 -5.350
H -6.624 -1.899 -4.796
H -4.967 -1.685 -5.220
H -5.192 -1.613 -2.737
H -3.856 0.512 -4.240
H -3.367 -0.290 -2.751
C 4.460 1.939 -0.151
C 4.931 0.900 -1.241
C 5.521 1.534 -2.426
O 6.698 0.804 -2.696
C 6.960 0.014 -1.563
O 7.851 -0.772 -1.343
O 6.003 0.240 -0.668
H 3.740 2.650 -0.555
H 5.259 2.490 0.345
H 4.029 1.445 0.720
H 4.197 0.178 -1.600
H 5.774 2.580 -2.251
H 4.885 1.426 -3.304
C 1.770 2.621 2.268
C 2.133 3.814 3.057
C 1.453 3.834 4.421
O 2.476 3.495 5.289
C 3.662 3.582 4.740
O 4.729 3.435 5.302
O 3.511 3.794 3.425
H 2.066 1.689 2.750
H 2.182 2.756 1.268
H 0.693 2.607 2.100
H 1.790 4.685 2.499
H 0.675 3.078 4.527
H 1.156 4.874 4.558
C 0.967 -0.902 0.551
C 0.757 -0.185 -0.737
C -0.692 0.224 -1.033
O -0.591 1.614 -1.288
C 0.618 2.045 -1.052
O 0.935 3.260 -1.058
O 1.370 1.052 -0.623
H 0.690 -1.949 0.427
H 0.361 -0.343 1.264
H 2.010 -0.737 0.824
H 1.275 -0.678 -1.560
H -1.335 0.021 -0.176
H -1.056 -0.456 -1.803
C -4.880 4.818 -1.255
C -3.376 5.190 -1.459
C -2.358 4.132 -1.874
O -1.793 4.564 -3.042
C -2.374 5.748 -3.414
O -2.121 6.324 -4.457
O -3.261 6.139 -2.507
H -5.337 4.485 -2.187
H -5.373 5.747 -0.967
H -5.070 4.039 -0.517
H -2.835 5.440 -0.547
H -2.862 3.176 -2.012
H -1.586 3.879 -1.148
C -5.156 -4.274 -1.845
C -4.961 -3.638 -0.441
C -4.588 -4.520 0.770
O -3.562 -3.738 1.385
C -3.246 -2.660 0.583
O -2.377 -1.873 0.779
O -3.928 -2.643 -0.544
H -5.603 -3.556 -2.533
H -5.709 -5.211 -1.785
H -4.196 -4.599 -2.246
H -5.855 -3.074 -0.176
H -4.240 -5.538 0.594
H -5.454 -4.575 1.429
C 3.817 -5.375 -5.205
C 4.729 -4.273 -4.646
C 5.174 -3.264 -5.677
O 4.882 -2.022 -5.042
C 4.147 -2.286 -3.901
O 3.586 -1.444 -3.265
O 4.040 -3.554 -3.693
H 2.871 -4.949 -5.538
H 3.452 -6.203 -4.598
H 4.268 -5.758 -6.121
H 5.607 -4.727 -4.186
H 4.668 -3.369 -6.636
H 6.239 -3.412 -5.859
C -3.513 1.365 1.285
C -3.605 2.235 2.549
C -2.596 3.336 2.541
O -3.290 4.364 3.146
C -4.571 4.152 3.147
O -5.428 4.920 3.501
O -4.792 2.953 2.702
H -4.195 0.517 1.348
H -2.505 1.001 1.090
H -3.933 1.975 0.485
H -3.501 1.603 3.431
H -2.244 3.675 1.567
H -1.782 2.973 3.169
```

Entry Q
Density functional theory data (ωB97M-V/def2-TZVPD) for a cluster of 12 separate species, C48H72O36 in total.

Properties
Molar mass, Da: 1225.1
Structure (SMILES): C[C@H]1COC(=O)O1.C[C@H]1COC(=O)O1.C[C@H]1COC(=O)O1.C[C@H]1COC(=O)O1.C[C@H]1COC(=O)O1.C[C@H]1COC(=O)O1.C[C@H]1COC(=O)O1.C[C@H]1COC(=O)O1.C[C@H]1COC(=O)O1.C[C@H]1COC(=O)O1.C[C@H]1COC(=O)O1.C[C@H]1COC(=O)O1
LUMO energy, eV: -0.2
Kohn-Sham gap, Ha: 0.38679
HOMO energy, Eh: -0.39389

```
156
C48H72O36 | OMol25 | ωB97M-V/def2-TZVPD
C 23.562 -13.598 17.183
C 23.742 -14.007 18.647
C 24.403 -13.028 19.594
O 23.564 -12.927 20.743
C 22.339 -13.474 20.482
O 21.322 -13.364 21.136
O 22.426 -14.165 19.226
H 23.071 -14.388 16.614
H 24.583 -13.384 16.865
H 23.062 -12.633 17.103
H 24.353 -14.910 18.627
H 24.474 -12.050 19.117
H 25.427 -13.284 19.868
C 15.874 -5.070 16.355
C 17.057 -5.893 16.808
C 17.047 -6.460 18.190
O 17.472 -7.789 18.077
C 17.674 -8.041 16.761
O 18.104 -9.130 16.407
O 17.147 -7.039 15.978
H 16.133 -4.130 16.842
H 14.919 -5.495 16.662
H 15.778 -4.925 15.279
H 17.985 -5.334 16.692
H 16.174 -6.282 18.818
H 17.816 -5.884 18.705
C 7.028 -19.577 16.051
C 7.118 -20.689 14.970
C 7.127 -22.060 15.568
O 6.278 -22.708 14.522
C 5.453 -21.764 13.991
O 4.472 -21.992 13.276
O 5.825 -20.604 14.460
H 6.961 -20.013 17.047
H 6.607 -18.599 15.819
H 8.061 -19.301 16.264
H 7.885 -20.518 14.215
H 6.704 -22.043 16.572
H 8.004 -22.687 15.408
C 26.698 -21.871 16.635
C 26.456 -23.206 17.281
C 25.676 -24.263 16.484
O 26.500 -25.407 16.492
C 27.582 -25.256 17.022
O 28.460 -26.121 17.188
O 27.637 -23.956 17.410
H 27.036 -22.075 15.619
H 27.369 -21.276 17.255
H 25.732 -21.366 16.641
H 25.935 -23.000 18.216
H 25.533 -24.005 15.435
H 24.770 -24.675 16.927
C 21.910 -18.412 4.932
C 20.537 -18.869 5.482
C 19.406 -18.334 4.685
O 19.376 -19.171 3.562
C 19.828 -20.397 3.907
O 19.859 -21.418 3.327
O 20.449 -20.216 5.191
H 22.609 -18.865 5.634
H 21.968 -17.326 4.849
H 22.076 -18.921 3.983
H 20.433 -18.746 6.560
H 19.515 -17.300 4.359
H 18.413 -18.431 5.124
C 26.641 -16.741 11.315
C 27.498 -15.573 11.382
C 28.855 -16.008 11.776
O 29.750 -15.177 10.984
C 29.138 -14.851 9.830
O 29.729 -14.277 8.907
O 27.801 -15.071 9.996
H 25.730 -16.615 10.729
H 26.547 -17.145 12.323
H 27.136 -17.559 10.791
H 27.168 -14.667 11.890
H 29.058 -17.056 11.554
H 29.067 -15.858 12.834
C 16.159 -24.159 7.970
C 16.229 -25.576 7.463
C 17.621 -26.133 7.317
O 17.530 -27.486 7.706
C 16.321 -27.737 8.194
O 16.016 -28.796 8.735
O 15.663 -26.529 8.318
H 15.158 -24.042 8.385
H 16.495 -23.389 7.276
H 16.771 -24.111 8.871
H 15.586 -25.714 6.593
H 18.314 -25.420 7.764
H 17.830 -26.066 6.249
C 18.142 -20.192 22.677
C 17.697 -20.882 21.278
C 18.561 -21.909 20.705
O 17.711 -23.045 20.676
C 16.460 -22.747 20.803
O 15.629 -23.597 20.552
O 16.405 -21.469 21.317
H 18.218 -20.932 23.474
H 17.333 -19.493 22.889
H 19.076 -19.666 22.480
H 17.429 -20.098 20.569
H 19.236 -22.085 21.542
H 18.989 -21.769 19.712
C 6.480 -23.641 5.981
C 7.870 -23.737 6.406
C 8.985 -23.931 5.469
O 9.895 -23.001 5.773
C 9.380 -22.152 6.612
O 9.903 -21.198 7.141
O 8.176 -22.463 6.935
H 6.544 -22.999 5.103
H 5.780 -23.351 6.765
H 6.202 -24.496 5.365
H 8.010 -24.472 7.199
H 8.640 -23.853 4.438
H 9.436 -24.911 5.626
C 11.292 -10.585 15.526
C 9.942 -10.240 14.718
C 8.599 -10.314 15.608
O 8.147 -8.933 15.373
C 9.063 -8.183 14.657
O 9.013 -6.965 14.626
O 10.113 -8.933 14.184
H 11.654 -9.739 16.111
H 12.099 -10.882 14.856
H 11.328 -11.370 16.281
H 9.907 -10.920 13.866
H 8.599 -10.551 16.672
H 7.850 -10.913 15.090
C 12.941 -10.525 24.366
C 12.333 -11.454 23.279
C 12.775 -12.883 23.494
O 11.492 -13.484 23.558
C 10.553 -12.710 23.272
O 9.416 -12.939 23.251
O 10.951 -11.497 23.007
H 13.971 -10.844 24.529
H 12.467 -10.683 25.335
H 12.689 -9.517 24.036
H 12.790 -11.138 22.341
H 13.369 -13.004 24.400
H 13.253 -13.277 22.596
C 15.713 -17.435 15.462
C 16.029 -18.819 14.786
C 16.240 -18.693 13.221
O 17.616 -18.713 13.081
C 18.259 -19.047 14.256
O 19.451 -19.043 14.353
O 17.322 -19.110 15.209
H 16.016 -17.496 16.508
H 14.671 -17.121 15.402
H 16.365 -16.610 15.177
H 15.358 -19.575 15.194
H 16.057 -17.673 12.883
H 15.550 -19.261 12.598
```

So which one wins? Going from most stable to least: entry P, entry Q.

Entry P
Density functional theory data (ωB97M-V/def2-TZVPD) for a structure of composition H6OSi2.

Properties
Molar mass, Da: 78.2
LUMO energy, eV: -0.6
Kohn-Sham gap, Ha: 0.32096
HOMO energy, Eh: -0.34278

```
9
H6OSi2 | OMol25 | ωB97M-V/def2-TZVPD
O -0.277 0.572 0.368
Si 1.937 -0.005 -0.020
Si -1.707 -0.008 -0.010
H 2.560 1.168 0.256
H 2.195 -1.229 0.772
H 1.800 -0.267 -1.478
H -2.039 -0.143 -1.506
H -2.717 0.924 0.536
H -1.753 -1.011 1.080
```

Entry Q
Density functional theory data (ωB97M-V/def2-TZVPD) for a cluster of 2 separate species, H6OSi2 in total.

Properties
Molar mass, Da: 78.2
Structure (SMILES): O=[SiH2].[SiH4]
LUMO energy, eV: -0.4
Kohn-Sham gap, Ha: 0.38063
HOMO energy, Eh: -0.39679

```
9
H6OSi2 | OMol25 | ωB97M-V/def2-TZVPD
O -0.726 0.844 1.698
Si -1.753 1.876 1.319
H -1.599 2.903 0.296
H -3.064 1.989 1.946
Si 1.424 -1.517 -1.036
H 2.586 -0.726 -1.443
H 1.853 -2.897 -0.810
H 0.456 -1.508 -2.136
H 0.822 -0.964 0.166
```

So which one wins? Going from most stable to least: entry Q, entry P.

Entry P
Density functional theory data (ωB97M-V/def2-TZVPD) for the ion BrH2NO2P with charge -1.

Properties
Molar mass, Da: 158.9
Structure (SMILES): N[P@](=O)([O-])Br
LUMO energy, eV: 3.5
Kohn-Sham gap, Ha: 0.32959
Net charge: -1
HOMO energy, Eh: -0.19934

```
7
BrH2NO2P | OMol25 | ωB97M-V/def2-TZVPD
N 0.627 0.540 1.029
P -0.131 -0.727 -0.226
O -1.154 -1.667 0.307
O 0.854 -1.246 -1.200
Br -1.018 0.988 -1.345
H 1.056 1.016 0.219
H -0.234 1.096 1.217
```

Entry Q
Density functional theory data (ωB97M-V/def2-TZVPD) for the ion BrH2NO2P with charge -1.

Properties
Molar mass, Da: 158.9
Structure (SMILES): N[P@](=O)([O-])Br
LUMO energy, eV: 3.5
Kohn-Sham gap, Ha: 0.30166
Net charge: -1
HOMO energy, Eh: -0.17256

```
7
BrH2NO2P | OMol25 | ωB97M-V/def2-TZVPD
N -0.069 -1.130 0.337
P -0.269 0.566 -0.007
O -1.393 1.148 0.779
O -0.317 0.985 -1.566
Br 1.704 1.142 0.741
H 0.980 -1.246 0.178
H -0.637 -1.465 -0.462
```

Entry R
Density functional theory data (ωB97M-V/def2-TZVPD) for a cluster of 2 separate species, BrH2NO2P in total.

Properties
Molar mass, Da: 158.9
LUMO energy (spin up / spin down), eV: 2.7 / 2.7
Kohn-Sham gap (spin up / spin down), Ha: 0.25839 / 0.25825
Net charge: -1
HOMO energy (spin up / spin down), Eh: -0.15764 / -0.15771

```
7
BrH2NO2P | OMol25 | ωB97M-V/def2-TZVPD
N 0.568 0.381 -0.141
O 1.826 -0.633 -2.088
O 1.390 -3.118 0.726
P 1.709 -0.734 -0.659
Br 3.288 0.546 0.298
H 0.625 0.365 0.883
H -0.419 0.376 -0.251
```

So which one wins? Going from most stable to least: entry P, entry Q, entry R.

Entry P
Density functional theory data (ωB97M-V/def2-TZVPD) for a cluster of 2 separate species, C2H2FN3O in total.

Properties
Molar mass, Da: 103.1
LUMO energy, eV: -0.3
Kohn-Sham gap, Ha: 0.32213
HOMO energy, Eh: -0.33475

```
9
C2H2FN3O | OMol25 | ωB97M-V/def2-TZVPD
C 0.118 -0.143 1.084
C 0.317 1.104 -0.928
N -0.523 -1.083 0.785
N 1.407 0.765 -1.232
N -1.203 -1.922 0.232
O -0.778 1.500 -1.015
F 0.469 0.534 2.142
H 2.272 0.710 -0.739
H -2.079 -1.465 -0.328
```

Entry Q
Density functional theory data (ωB97M-V/def2-TZVPD) for the molecule C2H2FN3O.

Properties
Molar mass, Da: 103.1
Structure (SMILES): Oc1nn[nH]c1F
LUMO energy, eV: 0.7
Kohn-Sham gap, Ha: 0.36424
HOMO energy, Eh: -0.33870

```
9
C2H2FN3O | OMol25 | ωB97M-V/def2-TZVPD
O -1.952 0.723 -0.039
C -0.785 0.049 0.022
N -0.678 -1.298 -0.001
N 0.546 -1.661 -0.035
N 1.303 -0.538 -0.052
C 0.513 0.534 0.031
F 1.041 1.740 -0.018
H -2.598 0.052 0.322
H 2.280 -0.523 0.443
```

So which one wins? Going from most stable to least: entry Q, entry P.